Computed, not measured: a structure of composition C3H14N2O in a non-equilibrium geometry, with ωB97M-V/def2-TZVPD.

XYZ file:
```
20
Properties=species:S:1:pos:R:3:forces:R:3
C 1.121 -0.023 1.051 -1.64 0.15 0.98
C -0.383 0.559 1.197 1.44 -0.63 -0.09
C -0.972 -0.112 -0.039 -3.79 3.92 1.84
N -2.858 0.494 -0.019 -0.23 -0.52 0.69
N 1.928 0.478 -0.124 -0.08 -0.78 1.00
H 0.882 -1.096 0.926 0.91 0.28 -0.17
H 1.672 0.055 1.996 -0.13 0.28 -0.37
H -0.510 1.670 1.366 0.36 -1.15 -0.91
H -0.760 0.098 2.116 0.05 -0.07 -0.22
H -0.702 0.434 -0.947 -0.13 -1.09 -0.25
H -1.354 -1.110 0.080 0.85 -0.61 -0.53
H -3.403 -0.202 -0.533 0.30 0.20 -0.61
H -3.419 0.491 0.862 1.29 -0.22 0.09
H -3.116 1.426 -0.361 0.62 -0.15 -0.58
H 2.901 0.592 0.203 -0.32 -0.10 -0.39
H 1.627 1.402 -0.452 0.03 -0.31 -0.08
H 1.868 -0.384 -0.870 0.49 1.63 0.13
H 1.264 -2.061 -1.976 0.08 -0.03 0.87
H 2.255 -1.307 -2.700 0.74 0.64 0.28
O 1.960 -1.405 -1.777 -0.85 -1.43 -1.66
```
Forces are in eV/Å.

Properties
spin multiplicity: 1
LUMO: -8.29 eV
orbital gap: 12.37 eV
charge: +2
HOMO energy: -20.66 eV



Computed, not measured: a cluster of 2 separate species, C2H4FNO in total in a non-equilibrium geometry, with ωB97M-V/def2-TZVPD.

XYZ file:
```
9
Properties=species:S:1:pos:R:3:forces:R:3
C -0.527 0.517 0.518 -0.25 1.83 2.27
C 0.411 0.344 -0.676 -0.01 1.62 0.14
N -0.171 -0.745 -0.012 1.28 -2.15 0.06
O -0.834 -1.639 -0.463 -0.59 -0.48 -0.04
F 1.130 -1.379 0.978 -1.03 0.85 -0.59
H 0.030 0.790 1.503 -1.38 -0.53 -1.95
H -1.605 0.820 0.360 1.46 -0.52 0.35
H 0.178 0.621 -1.660 -1.34 -0.37 -1.26
H 1.387 0.672 -0.547 1.86 -0.26 1.02
```
Forces are in eV/Å.

Properties
spin multiplicity: 1
LUMO: -0.37 eV
orbital gap: 10.27 eV
HOMO energy: -10.64 eV



Computed, not measured: a cluster of 2 separate species, C6H11N in total in a non-equilibrium geometry, with ωB97M-V/def2-TZVPD.

XYZ file:
```
18
Properties=species:S:1:pos:R:3:forces:R:3
C -1.510 1.543 -0.380 -0.03 -0.02 -0.05
C -0.309 1.106 0.466 0.05 0.03 0.13
C 0.273 -0.257 0.039 -0.13 -0.09 -0.05
C 1.710 -1.466 1.669 -0.20 0.01 -0.13
C 0.881 -0.241 -1.367 0.09 -0.04 -0.03
C -0.731 -1.313 0.166 -0.74 -0.75 0.09
N -1.547 -2.130 0.251 0.73 0.80 -0.13
H -1.237 1.706 -1.428 -0.02 -0.04 0.18
H -1.918 2.484 0.002 0.10 -0.16 -0.04
H -2.310 0.795 -0.350 0.13 0.10 0.01
H -0.601 1.056 1.520 0.05 -0.04 -0.14
H 0.490 1.855 0.391 -0.07 -0.18 0.02
H 0.863 -1.620 2.372 0.08 0.18 -0.21
H 1.668 -2.381 1.041 -0.03 0.29 -0.02
H 1.186 -0.443 0.774 0.05 -0.02 0.07
H 1.390 -1.180 -1.593 -0.08 0.09 0.06
H 0.097 -0.090 -2.117 0.11 -0.05 0.15
H 1.604 0.576 -1.457 -0.10 -0.12 0.08
```
Forces are in eV/Å.

Properties
spin multiplicity: 1
LUMO: -0.60 eV
orbital gap: 8.49 eV
HOMO energy: -9.08 eV



Computed, not measured: a structure of composition CH9N5S in a non-equilibrium geometry, with ωB97M-V/def2-TZVPD.

XYZ file:
```
16
Properties=species:S:1:pos:R:3:forces:R:3
C 1.031 -0.035 0.770 0.74 1.52 -0.92
N -3.181 0.235 -0.905 -0.53 -1.93 0.67
N 1.338 -1.156 0.266 -0.74 -2.72 -0.70
N -2.158 -0.161 -0.231 1.39 -0.76 -0.57
N 2.278 -1.614 -0.557 -0.01 -1.12 0.44
N -1.508 0.613 0.516 -1.50 1.54 -0.32
S 2.307 1.279 0.360 -0.72 0.80 2.52
H -3.624 1.077 -0.599 -0.73 0.83 -0.11
H -3.759 -0.582 -1.211 0.51 1.30 0.04
H 0.656 -1.898 0.509 0.30 0.26 -0.14
H 2.350 -2.570 -0.911 -0.73 0.18 0.79
H 2.860 -0.989 -1.011 1.20 1.60 -0.78
H 2.193 1.680 1.786 0.44 -0.16 -2.35
H -2.003 1.551 0.654 1.12 -0.95 0.00
H -0.260 0.304 0.719 -1.05 0.22 0.96
H 1.476 2.265 -0.156 0.32 -0.61 0.48
```
Forces are in eV/Å.

Properties
spin multiplicity: 1
LUMO: -8.78 eV
orbital gap: 9.64 eV
charge: +2
HOMO energy: -18.42 eV



Computed, not measured: a structure of composition C22H34DyNP3 in a non-equilibrium geometry, with ωB97M-V/def2-TZVPD.

XYZ file:
```
61
Properties=species:S:1:pos:R:3:forces:R:3
C -4.147 -1.416 -1.379 0.66 1.26 0.09
C -3.079 -0.567 -1.694 -0.64 0.51 0.51
C -2.994 0.715 -1.006 0.06 -0.13 0.61
C -3.537 0.722 0.318 0.39 -0.71 0.29
C -4.496 -0.245 0.691 0.18 0.23 0.30
C -4.916 -1.194 -0.217 -0.33 -0.29 -0.21
C -2.845 1.563 1.280 -0.54 0.22 -0.73
C -2.237 2.764 0.757 0.45 -0.41 0.47
C -1.746 2.668 -0.579 -0.22 -0.35 0.11
C -0.536 3.441 -0.833 -0.65 -0.41 -0.02
C -0.299 4.579 -0.088 -0.14 0.29 -0.40
C -1.060 4.859 1.068 -0.47 -0.57 -0.08
C -1.911 3.872 1.557 0.35 0.31 0.05
H -4.369 -2.228 -2.041 0.09 -0.60 -0.02
H -4.865 -0.254 1.718 -0.11 0.15 -0.33
H -5.781 -1.841 -0.013 0.56 0.30 0.02
H -3.268 1.608 2.276 0.13 -0.07 0.16
H 0.474 5.287 -0.422 -0.11 -0.56 0.41
H -0.915 5.787 1.605 0.09 -0.09 0.08
H -2.303 3.927 2.573 -0.02 0.08 -0.30
N -2.229 1.741 -1.459 1.92 -0.76 0.72
Dy 0.090 -0.552 1.508 0.14 0.49 -0.36
C -1.842 -1.049 -2.394 -0.38 0.32 0.25
H -1.381 -0.207 -2.913 0.14 -0.16 -0.20
H -2.077 -1.879 -3.072 0.31 0.11 0.07
C 0.543 2.700 -1.574 -1.02 0.46 0.01
H 0.081 2.198 -2.435 0.33 -0.09 0.19
H 1.331 3.389 -1.918 -0.01 -0.45 0.21
P -0.574 -1.608 -1.090 -0.71 -0.68 -1.37
P 1.220 1.374 -0.391 1.20 -0.43 -2.11
C 2.543 2.324 0.431 -0.03 0.17 0.26
H 3.341 1.639 0.744 -0.13 0.17 -0.03
H 2.955 3.080 -0.247 0.02 -0.24 0.11
H 2.120 2.812 1.303 0.12 0.11 0.16
C 2.345 0.701 -1.731 0.53 0.28 -0.26
H 3.116 1.448 -1.989 -0.22 -0.26 0.01
H 2.865 -0.201 -1.389 -0.11 0.05 -0.08
H 1.804 0.476 -2.656 0.02 -0.03 0.24
C -1.220 -3.246 -0.573 -0.23 -0.15 -0.07
H -1.398 -3.879 -1.449 -0.06 0.01 0.17
H -0.480 -3.747 0.065 -0.10 0.10 -0.11
H -2.151 -3.144 -0.010 0.04 -0.02 -0.03
C 0.682 -2.212 -2.272 0.36 -0.08 -0.12
H 1.558 -2.593 -1.737 -0.07 0.07 -0.13
H 0.258 -3.027 -2.869 0.04 0.12 0.10
H 1.001 -1.420 -2.952 -0.02 -0.13 0.18
H -1.422 0.595 1.566 -2.77 1.86 0.08
H 0.390 1.376 1.391 -0.46 0.89 1.22
C 2.467 -2.298 3.344 -0.21 0.19 -0.18
P 2.495 -1.926 1.528 1.89 -1.23 0.13
C 4.165 -1.181 1.394 0.22 -0.01 -0.04
C 2.781 -3.615 0.858 0.07 -0.19 0.03
H 2.305 -1.356 3.892 0.03 -0.37 0.01
H 3.416 -2.743 3.675 -0.27 0.12 -0.12
H 1.648 -3.002 3.551 0.20 0.21 0.11
H 4.931 -1.884 1.748 -0.23 0.09 -0.03
H 4.399 -0.934 0.351 -0.11 0.09 0.26
H 4.227 -0.279 2.019 -0.05 -0.15 -0.28
H 3.598 -4.119 1.394 -0.16 0.19 -0.09
H 1.874 -4.225 0.989 0.25 0.19 -0.19
H 3.055 -3.572 -0.205 -0.20 -0.02 0.26
```
Forces are in eV/Å.

Properties
spin multiplicity: 6
LUMO (alpha / beta): -4.50 / -3.21 eV
orbital gap (alpha / beta): 5.08 / 6.44 eV
charge: +1
HOMO energy (alpha / beta): -9.58 / -9.65 eV
<S²>: 9.7569



Computed, not measured: the ion C3H9FNO with charge +1 in a non-equilibrium geometry, with ωB97M-V/def2-TZVPD.

XYZ file:
```
15
Properties=species:S:1:pos:R:3:forces:R:3
C -1.996 -1.013 0.451 0.59 -1.90 -4.05
O -0.873 -0.196 0.430 3.98 1.89 -2.75
C 0.099 -0.090 -0.966 -5.48 -2.06 0.63
F 0.546 -1.384 -1.105 0.61 1.44 0.39
C 1.112 0.937 -0.606 -1.80 1.14 2.37
N 1.501 0.656 0.831 -3.51 3.34 0.09
H -1.822 -1.983 -0.186 -0.47 1.80 0.97
H -2.835 -0.451 0.102 -0.80 0.05 -0.27
H -2.119 -1.344 1.408 -0.43 -0.72 2.73
H -0.575 0.061 -1.928 1.35 0.33 2.28
H 1.815 0.951 -1.336 3.13 -0.62 -1.60
H 0.837 2.001 -0.598 -1.06 -0.55 -0.17
H 1.910 -0.215 0.852 1.63 -2.39 0.97
H 0.500 0.624 1.286 1.41 -0.97 -0.86
H 1.902 1.445 1.365 0.86 -0.75 -0.73
```
Forces are in eV/Å.

Properties
spin multiplicity: 1
LUMO: -3.76 eV
orbital gap: 10.90 eV
charge: +1
SMILES: CO[C@H](F)C[NH3+]
HOMO energy: -14.66 eV